1.
The following is a quantum chemistry calculation of a molecular structure, C13H49Ca2O26PS3 at a distorted geometry, from the OMol25 dataset.

```
! RIJCOSX wB97M-V def2-TZVPD def2/J DEFGRID3
* xyz -2 1
Ca 11.42815 -17.76013 -4.64729
Ca 10.48386 -21.24160 -6.04765
S 8.72723 -19.96579 -4.14340
O 10.03309 -19.39792 -4.61251
O 7.93706 -18.81811 -3.82476
O 8.22676 -20.83854 -5.20779
O 8.96397 -20.70824 -2.92514
S 11.38582 -18.86295 -7.40812
O 12.12612 -19.60811 -6.40674
O 10.98479 -17.57616 -6.79218
O 12.12768 -18.58307 -8.64944
O 10.19171 -19.61263 -7.69029
S 12.15426 -19.45784 -1.62136
O 11.23904 -19.00119 -0.54371
O 11.87067 -18.62442 -2.77761
O 13.51492 -19.42216 -1.19039
O 11.65641 -20.82859 -1.88533
C 9.67010 -16.06108 -9.41695
O 10.33626 -15.45219 -8.26330
H 8.58410 -15.96920 -9.43356
H 9.96078 -15.61996 -10.37037
H 9.88742 -17.12015 -9.55565
H 10.57251 -16.23711 -7.76361
C 14.71969 -17.82129 -5.66115
O 13.93653 -17.59799 -4.54500
H 15.73146 -17.49906 -5.41502
H 14.56118 -18.85407 -5.97154
H 14.32173 -17.23226 -6.48744
H 14.44806 -17.97584 -3.82586
C 4.90629 -17.09072 -5.41554
O 5.97145 -16.97301 -4.42867
H 4.40911 -16.13307 -5.26119
H 5.34202 -17.14269 -6.41331
H 4.24345 -17.94985 -5.31242
H 6.56416 -17.72740 -4.46350
C 12.97386 -17.22145 1.93888
O 12.21324 -16.71998 0.94238
H 13.15739 -16.39665 2.62746
H 12.58671 -18.13658 2.38691
H 13.83079 -17.48162 1.31754
H 12.02468 -17.40955 0.30165
C 16.50443 -18.75506 -1.41066
O 15.56347 -18.99573 -2.41831
H 16.89538 -17.74068 -1.48989
H 16.17072 -19.08266 -0.42606
H 17.41690 -19.31154 -1.62478
H 14.75834 -19.30058 -1.99352
C 9.09341 -15.89540 -3.20973
O 9.36447 -16.81939 -4.14683
H 8.03061 -15.99707 -2.99022
H 9.71418 -16.16216 -2.35440
H 9.40698 -14.88168 -3.45903
H 8.65200 -17.44491 -3.99613
C 13.45148 -15.94961 -9.93590
O 13.86583 -16.51440 -8.77824
H 13.70546 -16.62651 -10.75161
H 12.36434 -15.88384 -9.97939
H 13.90701 -14.96414 -10.03304
H 13.44876 -17.37861 -8.80660
C 13.35862 -21.56061 -4.45971
O 11.96513 -21.72843 -4.21624
H 13.50220 -20.99255 -5.37883
H 13.76225 -20.92288 -3.67328
H 13.96881 -22.45244 -4.60253
H 11.74714 -21.60091 -3.29006
C 6.94847 -18.43364 -7.88234
O 7.68989 -19.24226 -8.67402
H 7.10397 -18.85019 -6.88716
H 7.47764 -17.48358 -7.80836
H 5.93610 -18.38430 -8.28332
H 8.49501 -19.43214 -8.18685
C 7.33861 -17.80190 -0.54138
O 8.35373 -18.58447 -1.11585
H 6.68963 -17.42808 -1.33332
H 6.84829 -18.44739 0.18735
H 7.79831 -17.05494 0.10579
H 8.06574 -18.63884 -2.03001
C 10.44030 -13.04555 -5.77316
O 11.23895 -12.94282 -4.52071
P 12.36832 -14.09791 -4.21410
O 11.96807 -15.48202 -4.64300
O 13.79705 -13.49279 -4.76167
C 14.14811 -13.85366 -6.06493
O 12.52130 -13.97931 -2.61177
C 13.10043 -15.06598 -1.84382
H 10.32908 -12.08916 -6.28410
H 9.48425 -13.40828 -5.39566
H 10.83357 -13.78887 -6.46663
H 14.09604 -14.93906 -6.15031
H 15.19857 -13.66465 -6.28611
H 13.64768 -13.41742 -6.92942
H 12.57067 -14.99306 -0.89402
H 14.14905 -14.80752 -1.69652
H 12.86500 -16.06706 -2.20510
*
```

- Frontier orbital gap: 5.75 eV

2.
The following is a quantum chemistry calculation of 12 unconnected molecules or ions with the total composition C13H50N12O12 at a distorted geometry, from the OMol25 dataset.

```
! RIJCOSX wB97M-V def2-TZVPD def2/J DEFGRID3
* xyz 0 1
C -3.30147 1.62544 -2.17954
O -2.06451 1.11383 -1.75192
H -4.17938 1.28917 -1.62047
H -3.38681 2.71572 -2.11340
H -3.50377 1.45147 -3.24160
H -2.15138 0.22180 -1.40768
C -0.18291 -0.11068 -0.34335
O 0.87891 -0.11626 0.62119
H -0.36331 0.96108 -0.48815
H 0.22338 -0.57303 -1.24683
H -1.03527 -0.71813 -0.02785
H 0.63034 0.40079 1.41455
C 1.66332 0.15970 3.55083
O 0.38926 0.66031 3.15078
H 1.65408 -0.93271 3.55123
H 2.48643 0.61471 3.00196
H 1.86690 0.45321 4.58762
H -0.17511 0.64990 3.92455
C -1.65743 -4.77491 0.15967
O -1.28868 -3.64551 -0.61347
H -0.87417 -5.52868 0.20686
H -2.03986 -4.38599 1.10478
H -2.53150 -5.28756 -0.25984
H -0.39094 -3.69996 -0.94918
C 0.94461 -0.79973 -4.92375
O 0.21777 -1.98122 -4.50759
H 1.04265 -0.12823 -4.07229
H 1.95902 -1.15887 -5.10116
H 0.55446 -0.37674 -5.84469
H -0.69553 -1.72632 -4.33995
C 1.38556 -4.47959 -2.06242
O 1.56671 -5.44619 -1.30887
N 0.46392 -4.46409 -3.09102
N 2.33032 -3.52959 -2.23935
H -0.10686 -5.28796 -3.16430
H 0.26183 -3.63409 -3.63336
H 3.18130 -3.56150 -1.70678
H 2.25645 -2.94395 -3.05124
C 2.66823 -3.61448 2.05818
O 3.26596 -3.45903 3.11517
N 2.46752 -2.58227 1.16991
N 2.27859 -4.81325 1.50970
H 2.83423 -1.67149 1.36990
H 2.00314 -2.79156 0.31303
H 2.04953 -4.84027 0.52662
H 2.09363 -5.65266 2.02450
C 0.90326 4.89333 1.22524
O 1.94715 5.08488 1.86246
N -0.12720 5.78106 1.19323
N 0.72555 3.75127 0.51076
H -0.04285 6.45839 1.93457
H -1.03775 5.37211 1.00797
H 1.57089 3.20505 0.37779
H -0.04722 3.63220 -0.11743
C 3.70561 1.42828 -0.64109
O 2.91882 2.37213 -0.57027
N 3.31683 0.13792 -0.72393
N 5.06328 1.64745 -0.62287
H 3.99513 -0.59704 -0.66314
H 2.34189 -0.02298 -0.45328
H 5.21777 2.64523 -0.64587
H 5.72910 0.98939 -0.97510
C -2.84882 3.64900 1.62727
O -2.87508 4.81544 1.22151
N -3.16273 2.55501 0.88817
N -2.22204 3.34967 2.80993
H -3.33277 2.52132 -0.09869
H -2.87824 1.66390 1.25634
H -2.47100 2.55455 3.36868
H -1.75923 4.12123 3.25774
C 0.90386 2.81461 -3.22386
O 1.97643 3.30977 -3.55481
N 0.72996 2.23718 -1.99380
N -0.24245 2.93822 -3.94825
H -0.16502 1.86015 -1.72259
H 1.53428 2.24170 -1.38551
H -1.16371 2.59883 -3.76384
H -0.18003 3.46699 -4.80230
C -3.11484 -0.05009 3.63518
C -3.99294 -1.26470 3.79362
O -4.85061 -1.08367 4.93258
H -2.40686 0.03533 4.46607
H -3.70660 0.86264 3.73652
H -2.49643 -0.11440 2.74022
H -3.38899 -2.14806 4.00760
H -4.57222 -1.34546 2.86924
H -5.18335 -1.96847 5.11298
*
```

- Frontier orbital gap: 8.50 eV
- Energy above the lowest of the compared OMol25 structures with the same formula, charge and spin: 138.5 kJ/mol
- SMILES string: NC(N)=O.NC(N)=O.NC(N)=O.NC(N)=O.NC(N)=O.NC(N)=O.CCO.CO.CO.CO.CO.CO

3.
The following is a quantum chemistry calculation of 12 unconnected molecules or ions with the total composition C13H50N6O12 at a distorted geometry, from the OMol25 dataset.

```
! RIJCOSX wB97M-V def2-TZVPD def2/J DEFGRID3
* xyz 0 1
C -0.15393 -0.44081 0.71815
C -0.46414 0.71542 -0.36439
O 0.26292 0.48235 -1.53199
H 0.00383 -1.40199 0.21438
H -0.99815 -0.43364 1.42344
H 0.74152 -0.20297 1.30542
H -0.34379 1.72257 0.09939
H -1.51089 0.64964 -0.62109
H 1.16552 0.48126 -1.23574
C -2.09367 -3.69943 -0.78775
O -2.92738 -4.38935 0.06785
N -2.20241 -2.44600 -1.11890
N -1.10871 -4.24502 -1.42211
H -2.98226 -1.92857 -0.73983
H -1.37698 -1.95886 -1.49027
H -0.91929 -5.32323 -1.23877
H -0.44177 -3.65681 -1.87810
C 0.16977 -1.37952 -4.24862
O 0.24706 -2.28040 -3.17339
N -0.19466 -0.12314 -4.05096
N 0.35985 -1.73890 -5.50778
H -0.19770 0.22211 -3.07116
H -0.25953 0.55867 -4.74463
H 0.94926 -2.61856 -5.66858
H 0.29025 -1.07963 -6.34859
C 1.90741 3.65829 2.31329
O 1.32881 4.81651 2.79388
N 1.94975 2.51938 2.96563
N 2.34101 3.58648 1.10203
H 1.53161 2.54464 3.84541
H 2.50594 1.75491 2.54517
H 2.18280 4.39123 0.45105
H 2.53279 2.69710 0.61301
C -2.75411 2.26980 -2.51197
O -3.76186 1.65379 -1.68818
H -1.96562 1.55189 -2.65450
H -2.33030 3.15944 -2.01616
H -3.14423 2.48678 -3.45926
H -4.09782 0.87977 -2.13787
C 2.69404 2.59909 -1.84587
O 2.99796 1.51038 -1.02209
H 3.46389 3.33031 -1.64480
H 1.68493 2.95363 -1.75751
H 2.72746 2.21619 -2.86927
H 3.94070 1.36687 -1.12384
C 2.33246 -2.56501 -0.54026
O 3.14472 -3.54902 0.04022
H 2.39389 -1.64044 0.03423
H 1.28221 -2.94057 -0.60142
H 2.69812 -2.44166 -1.56865
H 3.53080 -4.13616 -0.61502
C -0.75530 0.93351 3.51250
O -0.62461 2.03366 2.62298
H -1.65264 0.34292 3.31528
H -0.60137 1.29287 4.47568
H 0.10453 0.31871 3.23619
H 0.30738 2.24578 2.46284
C -0.14393 -4.10951 2.05073
O 1.25000 -4.07619 2.40975
H -0.45057 -3.18893 1.53141
H -0.85183 -4.26731 2.83693
H -0.21365 -4.88535 1.30535
H 1.80300 -3.98985 1.62856
C 2.97570 -0.66555 2.76397
O 3.32439 0.34011 1.83686
H 2.67951 -1.63405 2.23435
H 2.23632 -0.24001 3.45684
H 3.82752 -0.80900 3.38668
H 4.10746 0.14589 1.31660
C -3.86460 -1.47101 1.49947
O -3.63733 -0.51271 0.42364
H -2.98891 -1.56725 2.15222
H -4.22410 -2.36648 1.08188
H -4.73290 -1.21553 2.03993
H -4.00702 0.32206 0.76232
C -1.53448 4.34553 0.58323
O -2.26306 5.18130 -0.24628
H -1.05017 4.78296 1.43593
H -0.80311 3.94448 -0.02845
H -2.14895 3.64020 1.08860
H -3.19942 4.96994 -0.40921
*
```

- Frontier orbital gap: 8.21 eV
- Energy above the lowest of the compared OMol25 structures with the same formula, charge and spin: 50.1 kJ/mol
- SMILES string: NC(N)=O.NC(N)=O.NC(N)=O.CCO.CO.CO.CO.CO.CO.CO.CO.CO

4.
The following is a quantum chemistry calculation of a molecular structure, C13H52HfN29O22 at a distorted geometry, from the OMol25 dataset.

```
! RIJCOSX wB97M-V def2-TZVPD def2/J DEFGRID3
* xyz 1 1
Hf -1.37283 -3.03602 -0.34683
N -4.51114 -3.70948 -1.82807
O -5.30944 -2.81753 -1.92443
O -3.40056 -3.31217 -1.61223
O -4.80412 -4.87605 -1.89600
N -3.59738 -5.22586 1.44651
O -3.59546 -6.41731 1.23109
O -4.53856 -4.66173 2.04505
O -2.79031 -4.50170 0.90978
N 0.36082 0.30523 0.34342
O -0.46243 -0.64332 0.22676
O 0.58754 0.94321 1.38156
O 1.02335 0.52059 -0.66872
C -0.75098 1.26919 5.52227
O -1.90083 1.01512 5.22908
N -0.15540 2.40896 5.15667
N 0.06668 0.39731 6.06009
H -0.72136 3.19563 4.87213
H 0.80414 2.54043 5.44320
H 0.79640 0.70780 6.68554
H -0.39418 -0.48961 6.20526
C -2.43431 -0.35052 -2.42947
O -1.79680 -1.28498 -1.98849
N -3.66572 -0.40358 -2.70842
N -1.90832 0.71342 -2.81898
H -4.13306 0.28320 -3.28290
H -4.17612 -1.25743 -2.53370
H -0.91906 0.76918 -2.62311
H -2.38271 1.59643 -2.94290
C 0.24899 -5.96178 1.11345
O -0.19143 -4.98617 0.47453
N -0.29020 -6.51413 2.11821
N 1.36488 -6.52916 0.70310
H -1.26362 -6.27822 2.24814
H 0.11362 -7.35935 2.49587
H 1.94917 -6.07071 0.01861
H 1.77097 -7.30742 1.20260
C -0.77538 4.84797 2.08119
O 0.27381 5.38076 2.16861
N -1.92770 5.33447 1.85971
N -0.89647 3.53392 2.31004
H -2.64872 4.75882 2.27062
H -1.94229 6.33930 1.75881
H -1.78027 3.10128 2.08240
H 0.02776 3.14369 2.42672
C 1.05040 1.46001 -4.93989
O 0.87649 0.55715 -5.73143
N 0.49087 2.65458 -4.92932
N 1.79768 1.34121 -3.90630
H -0.24253 2.76937 -5.61419
H 0.73731 3.32739 -4.21750
H 1.71560 1.88544 -3.05944
H 2.24343 0.44477 -3.77290
C -3.40303 -0.71404 1.39925
O -2.93030 -1.61140 0.70153
N -3.88454 0.41982 1.13631
N -3.35175 -0.59718 2.74606
H -3.91030 1.09215 1.88957
H -4.11178 0.62840 0.17456
H -3.79917 0.15951 3.24339
H -3.12576 -1.47298 3.19550
C 0.58556 -3.37579 -3.27747
O -0.07837 -3.24106 -2.26023
N 1.74318 -2.92047 -3.34973
N 0.24961 -4.18379 -4.23924
H 2.25596 -3.10198 -4.20073
H 2.25216 -2.39266 -2.65512
H -0.72905 -4.33644 -4.43680
H 0.73870 -4.18682 -5.12292
C 1.68839 4.22880 -1.52167
O 2.08066 4.20460 -2.61806
N 2.27405 4.61492 -0.43686
N 0.61029 3.58376 -1.15721
H 3.21426 4.97646 -0.51027
H 1.67876 4.72952 0.37097
H -0.04380 3.21562 -1.83305
H 0.46959 3.31852 -0.19288
C 2.26664 -2.67146 0.22121
O 1.09307 -2.75142 -0.09891
N 2.55362 -1.97023 1.21886
N 3.25432 -3.29942 -0.32111
H 1.77194 -1.61966 1.75381
H 3.54155 -1.95244 1.42809
H 4.19293 -3.39557 0.03927
H 3.00682 -3.77433 -1.17744
C -0.36501 -2.55793 2.99745
O -0.70498 -2.78959 1.90303
N -0.07699 -1.37096 3.34270
N -0.37614 -3.54571 3.88775
H 0.37017 -1.30775 4.24611
H -0.20483 -0.56434 2.74846
H -0.08349 -3.50736 4.85367
H -0.61058 -4.40320 3.40833
C 2.90290 2.82711 3.25630
O 2.72772 3.31593 4.38299
N 3.30444 1.58848 3.06195
N 2.62312 3.54578 2.19165
H 3.30211 1.05514 3.91964
H 3.01833 1.16838 2.18917
H 2.59322 3.27006 1.22048
H 2.23140 4.44198 2.44363
C 4.37841 -0.39678 -2.18757
O 3.76664 -1.39333 -2.49503
N 5.59283 -0.28074 -2.62659
N 3.83515 0.60309 -1.62812
H 5.95825 0.65712 -2.54303
H 5.94343 -0.99538 -3.24827
H 2.89411 0.52265 -1.27022
H 4.40162 1.42008 -1.45003
C -1.88745 5.03019 -3.11843
O -1.61039 3.91218 -2.82128
N -1.00100 5.88931 -3.51078
N -3.12119 5.45877 -3.25571
H -1.29146 6.68746 -4.05732
H -0.07999 5.50958 -3.67701
H -3.47220 6.39999 -3.36052
H -3.73254 4.65529 -3.22788
*
```

- Frontier orbital gap: 7.92 eV